Computed, not measured: a cluster of 2 separate species, C6H10O in total, with wB97M-V/def2-TZVPD.

Geometry as XYZ:
```
17
Properties=species:S:1:pos:R:3
O 0.021 -1.704 -1.611
C -0.828 1.229 -0.159
C 0.964 0.020 0.995
C 1.458 1.317 0.397
C 0.484 1.975 -0.228
C -0.569 0.196 0.957
C -0.631 -2.697 -1.411
H 2.498 1.630 0.440
H -0.910 0.608 1.914
H 1.278 -0.824 0.366
H -1.543 -2.925 -1.996
H -0.356 -3.437 -0.635
H -1.685 1.878 0.058
H 0.606 2.909 -0.770
H -1.101 -0.746 0.795
H 1.343 -0.163 2.008
H -1.028 0.734 -1.121
```

The calculation puts the molar mass at 98.14 g mol⁻¹. Its HOMO energy is -8.8 eV. The orbital gap is 9.4 eV. The net charge is 0. As for the multiplicity: 1. Its total energy is -8430.1562 eV.

***

Computed, not measured: the molecule C6H10O at a distorted geometry, with wB97M-V/def2-TZVPD.

Geometry as XYZ:
```
17
Properties=species:S:1:pos:R:3
O -0.353 -0.631 1.298
C 0.023 1.218 -0.455
C 1.129 0.130 -0.464
C -0.984 0.104 -0.839
C -0.003 -2.279 -0.088
C -0.015 -0.840 -0.117
C -0.195 1.627 0.972
H 0.387 -0.132 1.737
H -1.013 -0.085 -1.916
H -0.920 -2.836 -0.236
H 0.134 2.056 -1.158
H -1.993 0.166 -0.423
H 1.958 0.238 0.245
H 0.620 2.182 1.445
H 1.518 -0.076 -1.465
H 0.894 -2.811 0.208
H -1.188 1.970 1.256
```

The calculation puts the molar mass at 98.14 g mol⁻¹. Its HOMO energy (alpha / beta) is -7.5 / -8.0 eV. The orbital gap (alpha / beta) is 7.9 / 8.6 eV. The net charge is 0. As for the multiplicity: 1. Its total energy is -8426.2984 eV.

***

Computed, not measured: the molecule C6H10O at a distorted geometry, with wB97M-V/def2-TZVPD.

Geometry as XYZ:
```
17
Properties=species:S:1:pos:R:3
O 2.057 -0.890 1.125
C -1.507 0.889 0.066
C 0.208 -1.329 -0.435
C 1.458 -0.547 -0.095
C -0.099 1.800 -0.324
C 1.136 1.278 -0.258
C -1.339 -0.623 0.187
H -2.027 -1.212 -0.430
H 0.126 -1.438 -1.528
H -2.252 1.176 -0.695
H 1.366 -1.165 1.741
H 2.255 -0.519 -0.841
H -1.742 1.386 1.019
H -0.526 2.803 -0.512
H 0.096 -2.301 0.061
H 2.167 1.660 -0.312
H -1.378 -0.969 1.232
```

The calculation puts the molar mass at 98.14 g mol⁻¹. Its HOMO energy is -9.1 eV. The orbital gap is 10.0 eV. The net charge is 0. As for the multiplicity: 1. Its total energy is -8428.4130 eV.

***

Computed, not measured: the ion C6H10O with charge +1 at a distorted geometry, with wB97M-V/def2-TZVPD.

Geometry as XYZ:
```
17
Properties=species:S:1:pos:R:3
O 1.212 -1.694 1.960
C -0.915 1.930 -1.434
C -0.726 -0.434 -2.316
C -0.189 -0.004 1.019
C -0.397 0.556 -1.419
C 0.336 0.119 -0.249
C 0.568 -0.386 2.228
H 1.406 0.261 2.485
H -1.700 2.142 -0.715
H -0.176 2.720 -1.226
H -1.261 0.044 1.104
H -1.122 2.231 -2.466
H -1.646 -0.260 -2.867
H 1.654 -1.656 1.081
H -0.024 -0.677 3.089
H -0.274 -1.415 -2.239
H 1.162 -0.552 -0.448
```

The calculation puts the molar mass at 98.14 g mol⁻¹. Its HOMO energy (alpha / beta) is -14.8 / -14.8 eV. The orbital gap (alpha / beta) is 9.6 / 6.7 eV. The net charge is +1. As for the multiplicity: 2. Its total energy is -8420.4777 eV.

***

Computed, not measured: a structure of composition C6H10O at a distorted geometry, with wB97M-V/def2-TZVPD.

Geometry as XYZ:
```
17
Properties=species:S:1:pos:R:3
O 1.516 -0.444 1.628
C -0.412 -0.349 -0.073
C -1.468 0.561 -0.135
C 2.012 -0.298 -0.674
C 2.132 -0.061 0.674
C -2.517 0.529 0.859
C 0.470 -0.613 -1.210
H -2.150 0.590 1.896
H 0.516 -1.666 -1.510
H 0.314 -0.095 -2.150
H -0.308 -1.075 0.716
H 1.705 0.811 -0.318
H 2.599 -0.521 -1.555
H 3.188 0.243 0.823
H -3.205 1.365 0.878
H -3.117 -0.378 0.946
H -1.274 1.403 -0.796
```

The calculation puts the molar mass at 98.14 g mol⁻¹. Its HOMO energy (alpha / beta) is -14.3 / -14.1 eV. The orbital gap (alpha / beta) is 9.9 / 6.1 eV. The net charge is +1. As for the multiplicity: 2. Its total energy is -8418.8365 eV.

***

Computed, not measured: the molecule C6H10O2 at a distorted geometry, with wB97M-V/def2-TZVPD.

Geometry as XYZ:
```
18
Properties=species:S:1:pos:R:3
O -0.928 -0.779 -1.306
O 2.582 -0.981 0.012
C -1.876 -0.685 -0.134
C 0.380 -0.679 -0.799
C 1.546 -0.063 -0.515
C 0.271 0.357 0.254
C -0.852 -0.464 0.984
C 0.008 1.725 -0.331
H 0.127 1.632 -1.318
H 0.318 -1.497 -0.084
H -2.572 0.049 -0.289
H -0.990 1.995 -0.179
H 2.458 0.714 -0.561
H -2.526 -1.484 0.134
H -0.524 -1.594 1.182
H 3.241 -0.417 0.584
H -1.315 -0.099 1.908
H 0.650 2.269 0.460
```

The calculation puts the molar mass at 114.14 g mol⁻¹. Its HOMO energy is -8.4 eV. The orbital gap is 9.1 eV. The net charge is 0. As for the multiplicity: 1. Its total energy is -10470.6759 eV.

***

Going through the records in order, we get relative energy (zero: lowest compared OMol25 entry of this formula, charge and spin) values of 25.0; 114.0; 65.2; 61.7; 99.6; 195.9 kcal/mol.